94
Properties=species:S:1:pos:R:3:forces:R:3 method="wB97M-V/def2-TZVPD" multiplicity=1 orbital_gap_ev=5.79 lumo_energy_ev=-1.05 relative_energy_kj_mol=20.34 charge=0
Y -0.102 -0.197 0.061 0.443 -1.313 1.489
C -6.018 -4.140 -3.477 0.002 0.010 -0.003
C -5.374 -4.625 -2.349 -0.017 -0.068 0.027
C -4.354 -3.893 -1.758 0.014 0.039 0.002
C -3.967 -2.668 -2.292 -0.014 -0.020 -0.020
C -4.622 -2.183 -3.420 0.008 -0.019 0.043
C -5.643 -2.915 -4.009 -0.030 0.010 -0.057
C -2.860 -1.877 -1.674 0.113 0.012 0.033
C -1.597 -1.979 -2.276 -0.087 -0.030 0.021
C -1.325 -2.768 -3.452 0.070 -0.039 0.017
C -0.020 -2.579 -3.762 -0.017 -0.073 0.021
C 0.515 -1.660 -2.789 0.028 0.059 -0.066
N -0.457 -1.331 -1.888 -0.134 -0.186 -0.640
C 1.800 -1.099 -2.864 -0.092 0.075 0.083
C 2.248 0.008 -2.131 -0.078 -0.006 -0.090
C 3.501 0.690 -2.333 0.032 0.026 0.067
C 3.505 1.765 -1.505 0.049 -0.020 -0.053
C 2.263 1.746 -0.774 -0.089 0.137 0.035
C 1.861 2.706 0.173 -0.171 -0.095 -0.029
C 2.890 3.697 0.594 0.094 0.108 0.006
C 4.072 3.264 1.194 -0.092 0.018 0.067
C 5.024 4.178 1.620 0.062 -0.009 -0.013
C 4.815 5.538 1.444 -0.008 0.069 -0.015
C 3.650 5.980 0.832 0.011 -0.013 0.012
C 2.696 5.066 0.412 -0.054 -0.108 -0.077
C 0.604 2.777 0.804 0.035 -0.001 -0.034
N -0.471 1.966 0.572 -0.144 0.885 0.008
C -1.410 2.257 1.522 -0.038 0.015 -0.086
C -2.633 1.596 1.708 0.060 -0.015 -0.094
C -3.556 2.117 2.754 -0.021 0.046 0.012
C -3.892 1.325 3.850 0.001 0.031 -0.016
C -4.771 1.796 4.814 -0.025 -0.026 0.053
C -5.331 3.060 4.691 0.001 -0.014 -0.003
C -4.999 3.855 3.603 -0.023 0.052 0.006
C -4.114 3.388 2.643 0.017 -0.040 0.004
C -3.094 0.501 0.957 0.016 0.109 -0.044
C -4.460 0.047 0.911 -0.018 -0.061 0.025
C -4.529 -0.900 -0.059 -0.011 0.006 0.069
C -3.201 -1.053 -0.594 0.020 -0.003 -0.074
N -2.350 -0.205 0.058 -0.808 0.116 -0.172
C -0.930 3.330 2.358 0.047 -0.008 0.037
C 0.307 3.650 1.918 0.007 -0.003 -0.029
N 1.528 0.668 -1.174 0.574 0.416 -0.643
C 2.728 -1.672 -3.881 0.056 -0.007 0.001
C 3.347 -2.898 -3.651 -0.017 0.011 -0.021
C 4.215 -3.435 -4.590 0.023 -0.052 0.007
C 4.471 -2.756 -5.772 -0.002 -0.014 0.009
C 3.852 -1.538 -6.012 0.024 0.015 -0.045
C 2.988 -0.998 -5.071 -0.018 0.001 0.008
H -6.809 -4.715 -3.941 -0.004 0.007 0.011
H -5.664 -5.580 -1.928 0.005 0.011 -0.002
H -3.849 -4.269 -0.877 0.003 -0.008 -0.009
H -4.326 -1.226 -3.832 0.003 -0.007 -0.005
H -6.146 -2.528 -4.886 0.009 -0.002 0.007
H -2.046 -3.373 -3.977 0.005 -0.003 -0.001
H 0.530 -2.993 -4.592 -0.014 -0.004 0.004
H 4.262 0.392 -3.035 0.017 0.020 0.016
H 4.268 2.520 -1.416 0.008 -0.013 0.000
H 4.228 2.203 1.351 0.005 -0.011 -0.017
H 5.934 3.826 2.089 -0.016 -0.002 0.015
H 5.555 6.254 1.777 0.013 -0.023 -0.002
H 3.484 7.039 0.679 0.002 0.000 0.004
H 1.791 5.406 -0.077 -0.013 0.021 0.028
H -3.451 0.341 3.948 -0.008 -0.003 -0.017
H -5.020 1.175 5.665 0.006 -0.001 -0.012
H -6.024 3.421 5.440 0.009 0.008 -0.001
H -5.437 4.840 3.500 0.014 -0.004 -0.006
H -3.854 4.005 1.791 -0.020 0.001 -0.004
H -5.263 0.436 1.515 -0.006 0.000 -0.028
H -5.402 -1.434 -0.397 0.007 0.002 -0.001
H -1.463 3.755 3.193 0.018 0.005 0.009
H 0.978 4.383 2.332 0.014 0.039 0.009
H 3.145 -3.429 -2.728 -0.005 0.012 0.003
H 4.693 -4.387 -4.397 -0.003 0.010 0.000
H 5.150 -3.177 -6.503 -0.011 0.007 -0.007
H 4.040 -1.008 -6.938 -0.001 0.008 0.014
H 2.502 -0.048 -5.258 0.002 -0.003 0.005
C 0.928 -4.016 2.690 -0.021 0.031 -0.022
C 1.098 -2.603 2.186 0.155 -0.259 0.011
O 0.451 -2.262 1.185 -0.240 -0.008 -0.220
C 1.991 -1.717 2.899 -0.002 0.435 -0.048
C 2.960 -2.199 3.803 -0.048 -0.093 -0.033
C 3.771 -1.349 4.505 0.118 0.020 0.090
C 3.618 0.040 4.343 -0.053 -0.065 -0.072
C 2.682 0.548 3.485 0.001 0.065 -0.073
C 1.841 -0.306 2.719 0.040 -0.358 0.219
O 0.949 0.191 1.945 0.286 0.217 0.295
H 0.109 -4.497 2.162 0.015 0.038 -0.034
H 0.730 -4.006 3.761 0.009 -0.065 0.011
H 1.842 -4.589 2.525 0.001 -0.001 -0.002
H 3.092 -3.267 3.925 -0.049 0.003 0.018
H 4.525 -1.735 5.178 -0.019 -0.023 -0.011
H 4.250 0.719 4.904 0.009 -0.011 0.007
H 2.555 1.616 3.351 -0.034 -0.014 0.016

***

97
Properties=species:S:1:pos:R:3:forces:R:3 method="wB97M-V/def2-TZVPD" multiplicity=1 orbital_gap_ev="5.55 / 5.55" lumo_energy_ev="-4.09 / -4.09" charge=+1
Al 14.149 8.580 13.255 -0.439 -0.269 -0.493
C 18.256 12.013 9.381 0.506 0.113 -0.460
C 18.964 11.695 10.537 0.154 0.439 -0.115
C 18.291 11.114 11.598 -0.028 -0.544 0.054
C 16.930 10.784 11.548 0.442 0.414 0.259
C 16.246 11.032 10.354 0.616 0.200 -0.384
C 16.920 11.639 9.281 -0.020 0.293 0.429
C 16.333 9.955 12.739 -0.753 1.167 -0.166
C 16.329 8.647 11.941 -0.418 -1.276 -0.275
C 17.067 8.233 10.799 0.364 -0.345 0.523
C 16.249 7.379 10.078 0.081 0.079 -0.542
C 14.996 7.336 10.711 -0.441 -0.383 0.239
N 15.146 8.003 11.873 0.688 0.441 0.403
C 13.659 7.302 10.145 0.665 -0.437 0.434
C 12.826 8.390 10.523 -1.156 0.344 0.050
C 12.138 9.207 9.558 -0.015 -0.937 -0.033
C 12.131 10.483 10.025 -0.012 0.659 0.306
C 12.754 10.477 11.295 -0.103 -0.155 0.618
C 13.349 11.735 11.890 -0.207 0.125 -0.790
C 12.963 13.039 11.268 0.387 0.030 0.241
C 11.726 13.637 11.521 0.725 -0.683 -0.108
C 11.424 14.879 10.996 -0.035 -0.139 0.316
C 12.372 15.507 10.224 -0.223 1.048 -0.602
C 13.606 14.922 9.980 -0.262 1.262 -0.478
C 13.929 13.711 10.503 0.024 -1.047 0.214
C 14.479 11.677 12.616 0.027 0.142 0.211
N 14.763 10.414 13.197 0.256 -0.483 -0.273
C 16.546 10.561 14.236 0.954 0.518 0.238
C 17.035 9.771 15.498 -0.460 -0.158 -0.619
C 18.377 10.134 16.085 0.395 0.294 -0.009
C 19.478 10.272 15.226 -1.236 -0.286 0.286
C 20.708 10.683 15.691 0.344 -0.191 -0.622
C 20.884 10.934 17.028 0.023 0.348 0.917
C 19.807 10.830 17.896 0.428 -0.487 1.148
C 18.578 10.391 17.445 -0.356 0.369 -0.395
C 15.776 9.986 16.508 -0.005 0.448 -0.221
C 15.632 11.474 16.765 0.430 0.021 0.326
C 15.069 11.958 15.653 0.107 0.168 -0.945
C 15.097 10.698 14.634 -0.924 -0.253 0.702
N 14.537 9.843 15.670 1.444 -0.285 0.078
C 16.612 12.091 13.790 0.488 -0.322 -0.616
C 15.611 12.587 13.013 -0.292 -0.417 0.349
N 13.012 9.193 11.665 0.803 0.529 -0.322
C 13.348 6.308 9.095 -0.036 0.763 -0.630
C 12.083 6.285 8.467 0.542 -0.371 0.106
C 11.869 5.466 7.369 -1.224 0.046 0.073
C 12.842 4.604 6.919 0.247 -0.425 -0.184
C 14.065 4.571 7.566 0.188 0.211 0.132
C 14.345 5.428 8.613 -1.216 0.202 0.099
H 18.780 12.520 8.546 -0.531 -0.426 0.572
H 20.037 11.946 10.632 -0.768 -0.255 -0.081
H 18.894 10.815 12.440 -0.123 0.144 0.391
H 15.223 10.731 10.172 -0.101 -0.118 0.265
H 16.389 11.878 8.366 -0.093 -0.190 0.090
H 18.071 8.487 10.492 -0.138 0.272 0.164
H 16.480 6.989 9.105 0.126 -0.005 -0.083
H 11.765 8.888 8.604 0.202 -0.014 -0.186
H 11.776 11.363 9.525 -0.021 0.141 -0.184
H 11.050 13.091 12.148 -0.472 -0.050 0.227
H 10.489 15.364 11.233 -0.117 -0.017 -0.095
H 12.137 16.487 9.785 0.216 -0.499 0.250
H 14.306 15.470 9.375 0.259 0.025 -0.160
H 14.911 13.279 10.278 -0.483 0.018 0.271
H 19.274 9.969 14.210 0.483 0.269 -0.250
H 21.539 10.784 15.011 0.092 -0.060 -0.101
H 21.847 11.201 17.449 -0.002 0.079 -0.273
H 19.978 10.974 18.988 -0.257 0.030 -0.998
H 17.763 10.294 18.147 -0.064 -0.100 0.066
H 16.074 12.014 17.590 -0.305 0.174 -0.018
H 14.859 12.987 15.354 0.052 -0.550 0.452
H 17.501 12.674 13.994 -0.121 0.133 0.182
H 15.619 13.614 12.688 0.049 0.069 -0.068
H 11.257 6.847 8.867 -0.003 0.173 0.026
H 10.874 5.427 6.903 0.489 0.162 0.239
H 12.634 3.909 6.108 0.060 0.234 0.126
H 14.824 3.879 7.266 0.261 -0.299 -0.223
H 15.294 5.372 9.087 0.447 -0.056 0.298
C 17.950 7.618 14.291 -0.339 -1.285 0.018
C 16.832 8.213 15.129 0.833 0.159 0.138
N 15.485 7.895 14.694 -1.045 0.452 0.115
C 14.670 8.387 15.780 -0.075 -0.689 -0.291
C 15.534 8.545 17.107 -0.858 0.721 0.094
S 16.957 7.536 16.882 -0.145 -0.370 -0.392
C 13.280 7.817 15.709 1.092 0.667 -0.347
C 12.390 7.506 16.643 -0.736 -0.706 0.381
S 10.900 7.057 15.912 0.210 0.656 -0.292
C 11.492 7.516 14.380 0.286 -0.219 0.034
N 12.782 7.860 14.415 -1.070 -0.258 0.068
C 10.599 7.365 13.196 0.194 -0.478 -0.833
H 17.679 6.572 14.012 -0.005 0.722 0.228
H 18.829 7.531 14.928 0.270 0.259 -0.318
H 18.156 8.122 13.344 0.130 0.157 0.407
H 15.022 8.494 18.078 0.168 -0.097 -0.442
H 12.465 7.524 17.708 0.305 -0.145 0.351
H 9.557 7.315 13.499 0.005 0.000 0.160
H 10.836 6.391 12.709 -0.106 0.650 0.137
H 10.682 8.162 12.441 0.283 -0.253 0.416